DFT (ωB97M-V/def2-TZVPD) results for C4H13N3 in the gas phase in a non-equilibrium geometry.

Summary:
Orbital gap   0.359 Ha
SMILES   C[C@H](CN)NCN
F_max   1.90 eV Å⁻¹

ORCA input file:
```
! wB97M-V def2-TZVPD RIJCOSX def2/J DEFGRID3
* xyz 0 1
H -0.34502 0.31045 1.58335
H 1.23767 1.84204 0.23919
H 1.08654 -2.07617 0.94412
H 0.87845 -0.35083 -0.90877
N 0.90041 -1.14405 2.86665
C 0.37666 1.66310 -0.39706
C 0.03391 0.15851 -0.43059
H -0.49610 2.19225 -0.00945
N -1.13179 0.67510 -2.58216
C 1.03434 -1.08462 1.42684
H 1.66626 -1.69061 3.25011
H 1.97852 -0.60550 1.12960
C -1.17967 -0.13614 -1.33125
H -1.03718 -1.15200 -1.70299
H -1.58279 0.16113 -3.33214
H 0.08214 -1.71412 3.07189
N -0.14233 -0.40621 0.89471
H 0.54490 1.97752 -1.42344
H -2.10707 -0.05939 -0.80549
H -1.79785 1.43955 -2.48310
*
```

These are the Mulliken partial charges, in e, on atoms 1 to 5: H 0.32; H 0.38; H 0.26; H 0.21; N -0.65

***

DFT (ωB97M-V/def2-TZVPD) results for a molecular structure, C4H13N3 in a non-equilibrium geometry.

Summary:
Orbital gap   0.264 Ha
F_max   2.19 eV Å⁻¹

ORCA input file:
```
! wB97M-V def2-TZVPD RIJCOSX def2/J DEFGRID3
* xyz 0 1
H -0.56868 -2.62199 -0.83833
H -0.58169 0.80608 -2.08317
C -1.21687 1.51499 0.23977
H -1.95328 1.88901 -0.45455
H 3.11068 1.30649 0.65133
C -0.41808 0.46285 -0.09927
H 1.21238 -0.49538 0.60248
H -2.21323 -2.25209 -0.22861
H 1.91576 2.31556 -0.19835
N -0.19152 0.12262 -1.45021
N -0.65667 -1.17650 0.71931
H -0.47567 -0.81156 -1.70436
H 2.45719 0.80185 -0.94388
H -1.28130 1.86526 1.26044
N 1.15328 0.54542 0.66182
H 0.91384 0.96877 1.55479
H -1.08083 -3.22410 0.72019
H -1.21262 -0.95504 1.54001
C 2.23691 1.29223 0.00044
C -1.14959 -2.35448 0.05013
*
```

These are the Mulliken partial charges, in e, on atoms 1 to 5: H 0.33; H 0.23; C -1.07; H 0.23; H 0.32

***

DFT (ωB97M-V/def2-TZVPD) results for C4H13N3 in the gas phase in a non-equilibrium geometry.

Summary:
Orbital gap   0.349 Ha
SMILES   CNCCNCN
F_max   1.03 eV Å⁻¹

ORCA input file:
```
! wB97M-V def2-TZVPD RIJCOSX def2/J DEFGRID3
* xyz 0 1
N 0.58217 -2.45864 1.07292
H -1.64302 1.29467 -0.74766
N 0.20509 0.35565 -1.21791
H -1.31665 1.56431 1.51604
C 0.73553 -1.08775 1.47232
H 1.10894 -1.08087 2.49953
H -0.11669 -0.58769 -1.05297
H -0.74406 1.00678 -2.99887
H 0.43716 1.56328 1.39515
C -0.47742 1.06101 1.04650
H -0.17098 -2.64429 0.43374
H -0.18666 2.29785 -0.65219
C 0.22875 0.66492 -2.63288
H 0.62801 -3.13867 1.80916
H 0.92030 1.48107 -2.80879
H -1.02308 -0.49932 2.29602
H 1.42199 -0.55835 0.81897
N -0.54391 -0.33716 1.42550
C -0.57917 1.29844 -0.45449
H 0.53369 -0.19523 -3.22007
*
```

These are the Mulliken partial charges, in e, on atoms 1 to 5: N -0.52; H 0.34; N -0.19; H 0.40; C -0.65

***

DFT (ωB97M-V/def2-TZVPD) results for a gas-phase ion, C4H13N3 (charge +1) in a non-equilibrium geometry.

Summary:
Expectation value of S²   0.7562
Orbital gap (spin up / spin down)   0.378 / 0.152 Ha
F_max   2.91 eV Å⁻¹

ORCA input file:
```
! wB97M-V def2-TZVPD RIJCOSX def2/J DEFGRID3
* xyz 1 2
N 0.58695 -0.31958 1.56659
H -2.56868 1.74076 -0.04387
H -3.01052 -0.79614 0.31926
H -0.35268 -0.84300 -0.06315
H 2.16387 -1.87756 -0.05649
H -1.78284 1.26986 1.42139
N -2.36465 -0.24121 -0.24878
H -0.05414 2.14777 0.51197
H 3.13976 -1.44615 -1.07792
C -0.43864 1.29410 -0.06749
N 2.11649 -1.48596 -1.00577
H -2.92520 -0.03354 -1.07844
C -1.86835 1.00149 0.36742
H 0.90463 -1.28678 1.60447
C 1.55229 -0.11936 -0.80396
H 2.39633 0.45733 -0.41164
C 0.36681 -0.02120 0.10857
H 1.33542 0.31424 1.84479
H 1.35287 0.38842 -1.75152
H -0.38649 1.63284 -1.10582
*
```

These are the Mulliken partial charges, in e, on atoms 1 to 5: N -0.60; H 0.35; H 0.29; H 0.43; H 0.23

***

DFT (ωB97M-V/def2-TZVPD) results for 2 unconnected molecules or ions with the total composition C4H13N3 in a non-equilibrium geometry.

Summary:
Orbital gap (spin up / spin down)   0.308 / 0.265 Ha
F_max   4.61 eV Å⁻¹

ORCA input file:
```
! wB97M-V def2-TZVPD RIJCOSX def2/J DEFGRID3
* xyz 2 1
C -2.00073 -0.04981 0.11956
N 1.02494 0.86377 0.10843
N -2.29850 1.10247 0.88042
H 1.15262 0.33964 -1.99607
H -1.87824 1.35380 1.79073
H 2.16003 -0.60487 -0.71556
H -2.94493 -0.44782 -0.18270
C 1.31945 0.32251 1.35423
C -0.42857 -1.52084 -1.08627
H 0.74303 0.84446 2.16253
H 0.10669 -2.13056 -0.47440
H -3.23369 1.22812 1.00656
H 0.99153 -0.72825 1.49079
H 0.22999 -1.13776 -1.97267
H 0.21370 1.39362 -0.09247
C 1.78137 0.39671 -1.00729
H 2.67429 1.09082 -1.07828
H -1.12915 -2.23695 -1.49168
H 2.42820 0.33638 1.59215
N -0.91205 -0.41543 -0.40800
*
```

These are the Mulliken partial charges, in e, on atoms 1 to 5: C 0.16; N 0.07; N -0.35; H 0.37; H 0.25

***

DFT (ωB97M-V/def2-TZVPD) results for a gas-phase ion, C4H13N3 (charge +2) in a non-equilibrium geometry.

Summary:
Orbital gap   0.381 Ha
SMILES   N/C=C(\[NH3+])CC[NH3+]
F_max   2.54 eV Å⁻¹

ORCA input file:
```
! wB97M-V def2-TZVPD RIJCOSX def2/J DEFGRID3
* xyz 2 1
N 0.80950 -1.21198 -1.09520
N 2.96084 0.02715 -0.09076
H 1.83198 -1.13054 -1.32509
H 0.61760 -2.13788 -0.70994
H 1.62544 0.80052 1.42697
H 3.54649 -0.51406 0.54124
C -0.66872 0.76439 -0.10812
C -1.83358 -0.22997 0.25804
C 1.71208 0.29282 0.45943
H -3.86518 -0.07353 0.61875
C 0.59411 -0.01026 -0.24575
H -2.16088 -0.72078 -0.66385
H 3.51855 0.75601 -0.51447
H 0.22423 -1.10713 -1.93148
H -3.01225 0.55675 1.83343
H -1.49038 -1.01494 0.93087
N -3.03669 0.49780 0.81009
H -3.09978 1.43949 0.42140
H -0.93600 1.36373 -0.98730
H -0.43483 1.37552 0.76034
*
```

These are the Mulliken partial charges, in e, on atoms 1 to 5: N -0.20; N -0.56; H 0.44; H 0.35; H 0.34

***

DFT (ωB97M-V/def2-TZVPD) results for a molecular structure, C4H13N3O in a non-equilibrium geometry.

Summary:
Orbital gap   0.311 Ha
F_max   5.92 eV Å⁻¹

ORCA input file:
```
! wB97M-V def2-TZVPD RIJCOSX def2/J DEFGRID3
* xyz 0 1
C -0.31010 -0.14448 0.47968
H -2.82920 -1.19648 -1.44813
H -2.80281 -0.09381 -0.24252
H 0.90395 -1.67197 -0.44080
H 0.73607 0.50496 2.22009
H 0.64870 -1.25032 2.05532
H -0.81787 1.66597 0.85450
H 2.64262 -0.13488 -0.63148
H -0.79008 -0.32252 2.56515
H 0.08642 -0.46655 -1.61470
C 1.75784 1.61289 -1.17370
H 2.69657 2.18496 -1.17042
H 1.52070 1.40117 -2.22735
C 0.41793 -0.72070 -0.61395
N -2.73498 -1.09919 -0.44058
C 0.09197 -0.32350 1.91686
O -1.01767 0.99051 0.19193
H 1.00106 2.30014 -0.78128
H -1.57822 -2.04861 0.87788
N -1.47759 -1.62667 -0.04607
N 1.85470 0.43907 -0.33043
*
```

These are the Mulliken partial charges, in e, on atoms 1 to 5: C 1.08; H 0.25; H 0.26; H 0.41; H 0.48

***

DFT (ωB97M-V/def2-TZVPD) results for 2 unconnected molecules or ions with the total composition C4H13N3O in a non-equilibrium geometry.

Summary:
Orbital gap   0.290 Ha
F_max   1.61 eV Å⁻¹

ORCA input file:
```
! wB97M-V def2-TZVPD RIJCOSX def2/J DEFGRID3
* xyz 0 1
C -2.02270 1.07835 1.17884
H -0.86388 -2.17424 -1.93794
O -0.05362 -2.39768 -1.47200
H 1.88517 -1.48244 -0.99029
H -1.11846 1.68341 1.10330
C 1.00274 1.58779 -0.63959
N -0.00777 -1.50672 -0.34406
C 1.83154 -0.71435 0.91404
H 0.74761 0.17905 -2.18115
H -1.92809 0.41622 2.05502
N -2.21192 0.38060 -0.07980
H -1.43730 -0.28495 -0.21106
N 1.26651 -0.87185 -0.43091
H 2.78611 -0.18893 0.87095
H -2.86861 1.74727 1.35240
H 1.95943 -1.70468 1.34722
C 1.04591 0.36801 -1.16135
H 1.11406 -0.16342 1.51790
H 0.64895 2.41322 -1.23051
H -3.06373 -0.17461 -0.03208
H 1.28806 1.81000 0.37106
*
```

These are the Mulliken partial charges, in e, on atoms 1 to 5: C -0.72; H 0.30; O -0.49; H 0.39; H 0.19

***

DFT (ωB97M-V/def2-TZVPD) results for a gas-phase ion, C4H13N3O (charge +2) in a non-equilibrium geometry.

Summary:
Orbital gap   0.357 Ha
SMILES   C[NH2+]/C(N)=C(/O)[NH2+]C
F_max   5.17 eV Å⁻¹

ORCA input file:
```
! wB97M-V def2-TZVPD RIJCOSX def2/J DEFGRID3
* xyz 2 1
O -2.04066 0.82986 -0.45042
N -0.61012 1.09751 1.85765
H 2.14778 -1.59821 2.42339
H -1.24398 -1.08096 -1.73654
H 1.71798 -0.40910 0.14001
C -0.84910 0.27148 -0.30554
H -1.58106 1.19444 1.78889
N 1.35068 -0.09423 1.00471
C -0.20011 0.34444 -2.82595
H 0.05635 -0.30710 -3.59932
H -1.11838 0.80162 -3.03176
N -0.35235 -0.43095 -1.59726
H -2.14658 1.75075 -0.61700
H 0.37282 -1.11826 -1.33336
C -0.05145 0.36688 0.79282
H 0.50748 -1.00973 2.64702
H 0.47020 1.23241 -2.61271
H 1.77663 0.64120 1.61864
C 1.20183 -1.27645 1.84897
H 0.87174 -2.09759 1.19499
H -0.27970 0.89202 2.79276
*
```

These are the Mulliken partial charges, in e, on atoms 1 to 5: O -0.54; N -0.48; H 0.37; H 0.47; H 0.33

***

DFT (ωB97M-V/def2-TZVPD) results for C4H13N5O2 in the gas phase in a non-equilibrium geometry.

Summary:
Orbital gap   0.364 Ha
SMILES   NCCN(CCN)N(O)N=O
F_max   2.87 eV Å⁻¹

ORCA input file:
```
! wB97M-V def2-TZVPD RIJCOSX def2/J DEFGRID3
* xyz 0 1
C 1.31814 -0.20608 -1.89299
H 0.84076 1.05877 -0.14741
H 0.43586 0.10805 -2.49261
C -0.65998 0.77272 1.87031
H 2.04130 -0.28488 0.07483
H 1.42616 -1.24831 -2.10007
H 2.73238 1.37627 -1.82100
H 2.51144 0.70256 -3.29513
N -1.10005 0.84292 3.19094
H -1.57198 1.67180 3.51249
N -0.02031 -0.88463 0.11528
H -1.99349 -1.78578 -1.93167
C 1.07437 0.00085 -0.37607
H -1.55601 1.08137 1.21624
O -2.73548 -0.01489 -1.72253
H -1.11718 -1.28323 1.85728
O -1.45547 -2.09438 -1.21833
H -0.33063 0.60350 3.81279
N -1.11289 -0.87371 -0.70152
C -0.28414 -0.66895 1.51594
N -1.82671 0.17961 -0.89885
H 0.19862 1.46245 1.66298
N 2.58117 0.46497 -2.28333
H 0.60409 -0.98098 2.05242
*
```

These are the Mulliken partial charges, in e, on atoms 1 to 5: C -0.46; H 0.32; H 0.29; C -0.21; H 0.23